Record 1
Molecular formula: C49H40Br2N5O4Ti
Method: DFT, wB97M-V/def2-TZVPD

```
101
C49H40Br2N5O4Ti, DFT wB97M-V/def2-TZVPD
Ti -0.638 0.250 0.715
Br -4.765 0.405 -5.260
C -3.502 0.082 -3.900
C -2.147 -0.036 -4.230
C -1.205 -0.277 -3.257
C -1.586 -0.368 -1.912
O -0.683 -0.600 -0.976
C -2.954 -0.231 -1.581
C -3.402 -0.483 -0.238
N -2.647 -0.432 0.804
C -3.042 -1.139 1.969
C -4.227 -1.060 2.636
C -4.474 -1.962 3.700
C -3.576 -2.939 4.025
C -2.347 -3.042 3.324
C -1.398 -4.079 3.489
C -0.281 -4.093 2.702
C -0.044 -3.019 1.818
N -0.885 -2.030 1.657
C -2.061 -2.083 2.345
C -3.906 -0.038 -2.597
H -1.844 0.055 -5.264
H -0.157 -0.386 -3.503
H -4.424 -0.841 -0.115
H -4.972 -0.327 2.354
H -5.407 -1.887 4.241
H -3.798 -3.652 4.809
H -1.579 -4.863 4.213
H 0.446 -4.889 2.774
H 0.878 -2.969 1.250
H -4.954 0.043 -2.340
O -2.746 2.909 -2.176
C -2.756 4.000 -1.370
C -3.632 5.027 -1.702
C -3.679 6.175 -0.932
C -2.861 6.315 0.183
C -1.997 5.286 0.513
C -1.929 4.124 -0.251
C -0.931 3.072 0.131
O -1.467 1.775 0.250
N 0.072 2.946 -0.914
N 0.940 1.905 -0.740
C 2.085 2.055 -1.286
C 3.108 1.034 -1.490
Br 2.537 -0.736 -1.859
C 4.405 1.330 -1.626
C 5.023 2.650 -1.429
C 6.148 2.968 -2.193
C 6.762 4.202 -2.069
C 6.273 5.134 -1.162
C 5.174 4.821 -0.376
C 4.554 3.588 -0.506
H -2.153 2.238 -1.811
H -4.262 4.905 -2.573
H -4.362 6.968 -1.204
H -2.902 7.210 0.788
H -1.363 5.372 1.389
H -0.500 3.342 1.100
H 0.484 3.823 -1.220
H 2.337 3.020 -1.730
H 5.074 0.538 -1.944
H 6.534 2.242 -2.898
H 7.626 4.437 -2.675
H 6.756 6.096 -1.060
H 4.804 5.534 0.349
H 3.720 3.343 0.143
C 3.993 1.736 6.817
C 3.648 1.064 5.523
C 4.416 1.280 4.383
C 4.088 0.713 3.164
C 5.008 0.963 1.997
C 2.896 -0.050 3.065
C 2.469 -0.355 1.712
O 1.311 -0.442 1.280
C 2.167 -0.364 4.236
C 1.070 -1.384 4.259
C 2.560 0.201 5.434
H 5.071 1.767 6.971
H 3.530 1.233 7.664
H 3.630 2.767 6.809
H 5.302 1.900 4.452
H 5.850 1.574 2.315
H 4.516 1.484 1.179
H 5.407 0.029 1.597
H 3.266 -0.443 0.965
H 1.457 -2.351 3.937
H 0.245 -1.110 3.610
H 0.687 -1.498 5.272
H 2.003 -0.039 6.332
N 0.687 3.884 7.214
C 0.391 3.357 6.236
C 0.068 2.677 5.011
C -1.074 1.886 4.915
C -1.324 1.177 3.748
C -0.448 1.198 2.657
C 0.672 2.034 2.785
C 0.934 2.772 3.928
H -1.754 1.824 5.755
H -2.223 0.572 3.719
H 1.395 2.109 1.975
H 1.820 3.390 3.998
```

Output
Net charge: +1

Results of the Mulliken charge analysis, in e, for atoms 1 through 99: -0.84 -0.17 -0.39 -0.43 -0.79 0.67 -0.67 0.44 -0.45 0.87 -1.54 -0.03 -1.11 -0.74 0.60 -0.89 -1.02 -0.59 0.50 1.57 -0.50 0.47 0.38 0.60 0.58 0.45 0.46 0.47 0.46 0.63 0.55 -0.62 0.20 -0.53 -0.43 -0.84 -0.71 0.11 0.51 -0.03 -0.03 0.51 -1.05 0.09 -0.11 -0.90 0.66 -0.76 -0.62 -0.45 -1.08 0.40 0.35 0.48 0.39 0.43 0.47 -0.17 0.47 0.75 0.47 0.44 0.41 0.40 0.44 0.42 -1.75 0.59 -1.10 1.13 -1.51 0.33 -0.84 0.53 0.67 -0.62 -0.60 0.45 0.37 0.34 0.42 0.43 0.10 0.42 0.74 0.35 -0.49 0.48 0.32 -0.56 -0.30 0.07 -0.88 -0.56 2.34 0.41 -0.96 0.53 0.11

=====

Record 2
Molecular formula: C43H122N10O13
Method: DFT, wB97M-V/def2-TZVPD

```
188
C43H122N10O13, DFT wB97M-V/def2-TZVPD
C -0.654 0.370 -3.530
C -0.598 1.731 -4.182
C 0.741 2.046 -4.846
O 0.953 3.431 -5.071
C 0.961 3.731 -6.472
N -1.728 1.918 -5.115
H 0.325 0.087 -3.134
H -1.036 -0.411 -4.195
H -1.331 0.367 -2.672
H -0.736 2.448 -3.357
H 0.906 1.319 -5.643
H 1.400 1.862 -3.987
H -0.005 3.509 -6.921
H 1.850 3.305 -6.939
H 1.118 4.811 -6.537
H -1.727 2.922 -5.284
H -2.610 1.739 -4.642
C 1.430 1.546 1.741
C 0.608 0.309 1.499
C -0.054 0.351 0.095
O -1.158 1.223 0.071
C -2.401 0.718 0.556
N 1.377 -0.944 1.607
H 2.304 1.580 1.084
H 1.778 1.626 2.778
H 0.844 2.463 1.622
H -0.255 0.387 2.170
H -0.326 -0.699 -0.058
H 0.649 0.745 -0.638
H -2.221 -0.276 0.968
H -3.011 0.654 -0.354
H -2.938 1.446 1.168
H 1.957 -0.891 2.443
H 2.094 -0.854 0.884
C -0.738 -4.926 4.396
C -0.950 -3.620 3.622
C -2.203 -2.867 4.044
O -2.443 -1.868 3.092
C -3.678 -1.211 3.300
N 0.243 -2.742 3.813
H -1.605 -5.527 4.101
H -0.607 -4.689 5.448
H 0.107 -5.456 3.961
H -0.966 -3.758 2.537
H -1.989 -2.533 5.069
H -3.047 -3.565 4.128
H -4.556 -1.814 3.060
H -3.741 -0.316 2.680
H -3.690 -0.829 4.326
H 0.250 -2.145 2.985
H 0.041 -2.025 4.512
C -5.534 0.662 -5.031
C -5.390 0.835 -3.521
C -5.088 -0.484 -2.807
O -5.019 -0.277 -1.413
C -6.247 -0.104 -0.746
N -4.382 1.810 -3.171
H -4.616 0.353 -5.536
H -5.748 1.644 -5.469
H -6.375 0.037 -5.332
H -6.431 1.034 -3.223
H -4.139 -0.938 -3.102
H -5.836 -1.242 -3.072
H -6.673 0.873 -0.999
H -6.149 -0.148 0.337
H -6.935 -0.913 -1.022
H -4.128 1.654 -2.200
H -4.753 2.746 -3.281
C -2.728 7.898 -0.361
C -2.349 7.032 0.888
C -1.359 5.930 0.478
O -1.656 5.282 -0.735
C -2.855 4.540 -0.678
N -1.661 7.924 1.825
H -3.720 8.310 -0.159
H -2.786 7.338 -1.298
H -2.069 8.730 -0.607
H -3.225 6.572 1.336
H -1.323 5.206 1.308
H -0.345 6.333 0.432
H -3.724 4.912 -0.131
H -2.710 3.557 -0.204
H -3.109 4.352 -1.721
H -2.223 8.709 2.138
H -0.916 8.408 1.335
C 4.657 -1.451 3.793
C 5.184 -1.076 2.410
C 6.684 -1.212 2.215
O 7.119 -0.679 0.990
C 8.466 -0.935 0.664
N 4.471 -1.708 1.303
H 3.601 -1.231 3.865
H 5.244 -0.904 4.537
H 5.026 -2.468 3.960
H 5.048 0.012 2.303
H 6.888 -2.291 2.314
H 7.250 -0.718 3.015
H 9.110 -0.695 1.513
H 8.717 -0.270 -0.161
H 8.606 -1.963 0.321
H 4.992 -1.489 0.456
H 4.446 -2.724 1.247
C -1.096 -4.203 -5.614
C -0.053 -3.336 -4.917
C 0.621 -4.063 -3.769
O 1.598 -3.289 -3.122
C 1.079 -2.482 -2.075
N 0.895 -2.808 -5.881
H -1.472 -3.778 -6.542
H -1.897 -4.506 -4.937
H -0.639 -5.159 -5.896
H -0.561 -2.520 -4.366
H 1.028 -5.022 -4.107
H -0.180 -4.390 -3.092
H 0.505 -1.724 -2.623
H 1.858 -1.955 -1.527
H 0.460 -3.066 -1.389
H 0.410 -2.194 -6.523
H 1.592 -2.260 -5.387
C 1.468 -5.292 0.703
C 2.570 -5.351 1.766
C 3.946 -5.469 1.084
O 4.096 -4.490 0.059
C 5.432 -4.458 -0.368
N 2.643 -4.133 2.548
H 1.342 -6.237 0.161
H 1.584 -4.567 -0.105
H 0.512 -5.055 1.178
H 2.378 -6.247 2.359
H 4.106 -6.474 0.673
H 4.719 -5.416 1.859
H 5.978 -5.401 -0.269
H 6.057 -3.714 0.145
H 5.506 -4.171 -1.420
H 2.873 -3.384 1.897
H 1.745 -3.782 2.895
C -2.608 -6.725 -2.186
C -3.802 -5.783 -2.017
C -3.394 -4.308 -2.109
O -2.368 -4.134 -1.100
C -2.463 -2.924 -0.395
N -4.747 -6.081 -3.130
H -2.769 -7.792 -2.291
H -1.861 -6.505 -1.420
H -2.113 -6.404 -3.113
H -4.361 -5.940 -1.095
H -4.205 -3.604 -1.919
H -2.894 -4.116 -3.062
H -2.495 -2.040 -1.056
H -1.460 -2.661 -0.035
H -3.251 -2.904 0.358
H -4.491 -5.526 -3.943
H -5.663 -5.735 -2.854
C 6.202 5.770 3.026
C 5.911 5.230 1.637
C 5.012 6.202 0.814
O 3.671 6.308 1.224
C 2.878 5.199 0.858
N 7.192 5.053 0.968
H 6.742 6.719 3.068
H 6.994 5.126 3.425
H 5.345 5.713 3.694
H 5.299 4.330 1.685
H 5.185 6.082 -0.264
H 5.359 7.221 1.039
H 1.839 5.311 1.158
H 3.294 4.234 1.162
H 2.846 5.109 -0.239
H 7.674 5.909 0.731
H 7.137 4.479 0.138
C -1.866 3.546 3.699
O -0.763 3.458 4.600
H -2.215 2.533 3.495
H -2.723 4.136 4.033
H -1.462 3.930 2.757
H -0.247 4.258 4.465
C -5.052 2.453 3.066
O -5.832 1.666 2.164
H -4.388 3.057 2.442
H -5.683 3.207 3.542
H -4.520 1.819 3.769
H -6.764 1.884 2.211
C 0.983 0.123 5.897
O -0.301 0.448 5.380
H 1.226 -0.934 5.960
H 1.735 0.673 5.319
H 1.081 0.567 6.899
H -0.190 1.310 4.964
```

Output
Net charge: 0

Results of the Mulliken charge analysis, in e, for atoms 1 through 99: -0.75 0.69 -0.90 -0.31 -0.74 -0.92 0.28 0.59 -0.14 -0.07 0.41 0.29 0.32 0.28 0.26 0.29 0.27 -1.93 2.28 -1.07 -0.09 1.07 0.34 0.44 0.34 0.19 -0.30 -0.36 0.52 -0.16 -0.47 -0.32 -0.60 0.15 -1.56 1.67 -1.29 0.32 -0.60 -0.48 0.44 0.35 0.26 -0.61 0.37 0.47 0.34 -0.27 0.41 -0.03 0.14 -1.81 0.67 -0.98 0.31 -0.89 -0.14 0.34 0.41 0.46 0.20 0.01 0.55 0.32 0.07 0.34 -0.05 0.26 -1.41 0.31 1.07 -0.39 -0.45 -0.73 0.37 0.28 0.38 0.39 -1.04 0.23 0.36 0.02 0.13 0.26 0.29 -1.46 0.81 -1.08 -0.32 -0.76 -0.02 0.09 0.53 0.34 0.12 0.30 0.51 0.33 0.23

=====

Computed maximum force, in the same sequence as the records: 0.61, 2.75 eV Å⁻¹.
Computed energy relative to the best compared isomer or geometry (same formula, charge and spin), in the same sequence as the records: 22.4, 63.1 kcal per mole.
Computed DFT total energy, in the same sequence as the records: -8463.3392, -3236.8545 hartree.